64
Properties=species:S:1:pos:R:3 method="wB97M-V/def2-TZVPD" charge=0 homo_energy_ev=-9.744 smiles="NC(N)=O.NC(N)=O.NC(N)=O.NC(N)=O.NC(N)=O.NC(N)=O.NC(N)=O.NC(N)=O"
N -2.645 3.497 1.614
C -3.444 3.625 0.474
N -2.960 3.036 -0.686
O -4.570 4.056 0.548
H -1.842 2.880 1.678
H -3.253 3.504 2.445
H -1.985 2.721 -0.800
H -3.312 3.334 -1.567
N -0.051 -2.656 -1.800
C -0.485 -2.233 -2.980
N -1.252 -3.122 -3.813
O -0.107 -1.131 -3.382
H -0.396 -3.411 -1.337
H 0.349 -1.914 -1.262
H -1.648 -3.975 -3.477
H -1.774 -2.519 -4.391
N 1.002 4.149 -1.901
C 2.123 3.498 -2.370
N 1.875 2.628 -3.348
O 3.232 3.730 -1.983
H 1.246 4.782 -1.119
H 0.176 3.545 -1.886
H 1.055 2.816 -3.797
H 2.653 2.216 -3.862
N 4.887 1.398 0.211
C 4.633 0.188 0.872
N 5.770 -0.488 1.363
O 3.512 -0.181 0.977
H 4.059 1.712 -0.289
H 5.754 1.870 -0.058
H 6.701 -0.360 0.964
H 5.599 -1.334 1.911
N 1.390 -2.966 3.798
C 1.208 -1.706 4.421
N 1.763 -1.529 5.668
O 0.568 -0.818 3.865
H 1.632 -3.763 4.400
H 0.633 -3.118 3.161
H 2.211 -2.261 6.119
H 1.466 -0.767 6.254
N -2.576 -3.482 0.399
C -1.572 -3.013 1.222
N -1.493 -1.609 1.354
O -0.681 -3.716 1.769
H -2.937 -2.781 -0.290
H -2.870 -4.467 0.362
H -2.353 -1.044 1.114
H -0.976 -1.280 2.186
N -2.717 -0.088 -2.501
C -3.578 -0.780 -1.728
N -3.835 -0.204 -0.542
O -3.967 -1.953 -1.985
H -2.126 0.625 -2.109
H -2.149 -0.642 -3.100
H -4.657 -0.382 0.086
H -3.661 0.781 -0.510
N 1.426 0.312 -0.971
C 0.443 0.883 -0.319
N 0.505 0.764 1.025
O -0.512 1.412 -0.947
H 2.174 -0.072 -0.433
H 1.235 0.176 -1.937
H -0.049 1.416 1.592
H 1.153 0.211 1.630



18
Properties=species:S:1:pos:R:3 method="wB97M-V/def2-TZVPD" charge=+1 homo_energy_ev=-13.846
C -0.812 -0.054 0.072
C -1.468 1.296 0.071
C -1.549 0.261 1.337
C 1.507 0.070 0.218
C -0.891 -1.155 -0.787
N 2.551 -0.054 1.017
N 1.638 0.145 -1.071
H -2.296 1.397 -0.633
H -1.066 2.191 0.279
H -1.005 0.595 2.121
H -2.320 -0.330 1.681
H -0.519 -0.871 -1.868
H -1.898 -1.564 -0.831
H -0.244 -2.061 -0.563
H 3.510 -0.120 0.809
H 0.950 -0.137 -1.721
H 2.600 0.209 -1.507
H 2.415 -0.281 2.007



48
Properties=species:S:1:pos:R:3 method="wB97M-V/def2-TZVPD" charge=0 homo_energy_ev=-8.667
O 0.898 3.698 1.446
N -3.969 -4.357 5.871
N 3.647 1.978 -6.010
N 0.239 -3.720 4.818
N -0.183 0.630 -6.428
C -3.006 -3.785 5.219
C 2.535 1.560 -6.308
C -0.726 -2.948 5.087
C 0.298 1.456 -5.583
C -0.978 0.452 3.686
C 0.835 -0.984 3.071
C 0.978 0.955 -2.672
C -0.405 2.909 -2.542
C -0.431 1.397 2.723
C 1.336 -0.084 2.183
C 1.376 1.132 -1.368
C 0.072 3.155 -1.241
C -0.320 -0.761 3.833
C 0.023 1.777 -3.251
C 0.765 1.139 2.055
C 0.940 2.190 -0.639
N -3.202 -3.908 3.967
N 2.437 0.791 -7.459
N -1.774 -3.507 5.722
N 1.508 2.022 -5.637
N -1.036 -1.743 4.566
N -0.506 1.556 -4.563
S 1.572 2.449 1.052
H -3.727 -4.534 6.839
H 3.663 2.692 -5.298
H 0.239 -4.651 5.230
H -1.067 0.155 -6.344
H -1.863 0.789 4.275
H 1.371 -1.905 3.080
H 1.443 0.193 -3.249
H -1.119 3.636 -2.927
H -0.685 2.346 2.553
H 2.199 -0.440 1.580
H 2.101 0.528 -0.992
H -0.191 4.040 -0.715
H -4.155 -4.233 3.856
H -2.770 -3.215 3.335
H 3.279 0.170 -7.426
H 1.538 0.446 -7.592
H -1.483 -3.687 6.675
H 1.768 2.492 -4.747
H -1.980 -1.492 4.898
H -1.486 1.222 -4.627



40
Properties=species:S:1:pos:R:3 method="wB97M-V/def2-TZVPD" charge=0 homo_energy_ev=-8.457 smiles="Cc1cccc(NC(=O)N2CCCCCC2)c1C"
C -0.442 0.701 -4.837
C -0.982 0.561 -3.444
C -2.040 1.362 -3.033
C -2.568 1.241 -1.762
C -2.050 0.307 -0.887
C -0.981 -0.493 -1.276
N -0.452 -1.462 -0.404
C -0.619 -1.495 0.977
O -0.902 -2.540 1.536
N -0.388 -0.335 1.646
C 0.284 0.808 1.065
C 1.270 1.470 2.026
C 2.386 0.540 2.500
C 1.880 -0.781 3.089
C 0.614 -0.621 3.929
C -0.641 -0.327 3.071
C -0.431 -0.364 -2.557
C 0.729 -1.227 -2.960
H -1.056 1.387 -5.415
H -0.428 -0.263 -5.344
H 0.577 1.087 -4.820
H -2.458 2.082 -3.721
H -3.397 1.861 -1.457
H -2.482 0.173 0.094
H -0.431 -2.399 -0.788
H -0.455 1.559 0.749
H 0.823 0.476 0.175
H 1.716 2.320 1.503
H 0.736 1.869 2.888
H 3.057 0.321 1.667
H 2.967 1.073 3.257
H 1.680 -1.498 2.292
H 2.666 -1.208 3.715
H 0.453 -1.550 4.478
H 0.760 0.175 4.661
H -1.391 -1.099 3.253
H -1.075 0.642 3.331
H 1.406 -0.685 -3.616
H 0.382 -2.112 -3.495
H 1.285 -1.553 -2.084



5
Properties=species:S:1:pos:R:3 method="wB97M-V/def2-TZVPD" charge=-1 homo_energy_ev=-4.084
Cl -0.055 0.044 -0.100
O -0.090 -0.892 1.039
O 1.293 -0.336 -0.411
O -1.151 -0.171 -0.852
O 0.004 1.355 0.325



20
Properties=species:S:1:pos:R:3 method="wB97M-V/def2-TZVPD" charge=0 homo_energy_ev="-9.136 / -9.136"
O 2.606 2.125 -0.433
C 2.115 1.110 -0.715
C 2.058 -0.095 -1.280
C 0.999 -1.079 -1.288
C -0.121 -1.064 -0.575
C -0.509 0.010 0.398
O -1.904 0.108 0.584
C -0.055 1.370 -0.083
Cl -0.589 1.899 -1.630
N 0.212 2.286 0.823
O 0.491 2.085 1.996
O 0.368 3.562 0.358
N 3.255 -0.444 -2.032
O 3.211 -1.463 -2.677
O 4.206 0.300 -1.957
H 1.204 -1.913 -1.941
H -0.824 -1.877 -0.671
H -0.013 -0.171 1.371
H -2.272 -0.773 0.718
H 0.729 4.103 1.089



19
Properties=species:S:1:pos:R:3 method="wB97M-V/def2-TZVPD" charge=0 homo_energy_ev=-9.737 smiles="N#C[C@@]1(F)C=Nc2cnc(F)cc2[C@@H]1Cl"
N -2.686 0.638 -1.695
C -2.299 -0.242 -1.065
C -1.658 -1.127 -0.097
F -2.654 -1.935 0.437
C -0.631 -1.848 -1.031
N 0.521 -1.363 -1.193
C 0.860 -0.155 -0.604
C 2.035 0.507 -1.037
N 2.385 1.714 -0.651
C 1.730 2.273 0.352
F 2.201 3.365 0.898
C 0.562 1.688 0.929
C 0.127 0.445 0.444
C -1.013 -0.295 0.990
Cl -0.410 -1.412 2.321
H -0.767 -2.724 -1.581
H 2.568 -0.003 -1.774
H -0.028 2.110 1.833
H -1.909 0.169 1.613



15
Properties=species:S:1:pos:R:3 method="wB97M-V/def2-TZVPD" charge=0 homo_energy_ev=-8.781 smiles=[SiH3][SiH2]c1cccs1
Si -2.242 -0.085 0.079
Si -0.632 1.527 -0.241
C 1.010 0.501 -0.067
C 1.317 -0.786 -0.478
C 2.675 -1.106 -0.497
C 3.472 -0.101 -0.010
S 2.520 1.266 0.422
H -3.468 0.748 -0.185
H -2.079 -0.962 1.265
H -1.934 -0.691 -1.252
H -0.305 2.291 -1.469
H -0.821 2.516 0.905
H 0.537 -1.423 -0.852
H 2.852 -2.081 -0.904
H 4.581 -0.157 0.262



17
Properties=species:S:1:pos:R:3 method="wB97M-V/def2-TZVPD" charge=0 homo_energy_ev=-9.467 smiles=NCCCCO
N 1.016 2.259 -0.601
C 0.781 0.856 -1.191
C -0.547 0.101 -0.875
C -0.741 -0.218 0.646
C 0.208 -1.318 1.272
O -0.476 -2.644 1.212
H 1.601 2.348 0.205
H 0.051 2.592 -0.355
H 0.770 1.059 -2.337
H 1.509 0.132 -1.052
H -0.723 -0.758 -1.457
H -1.323 0.885 -1.160
H -1.720 -0.735 0.679
H -0.628 0.697 1.216
H 0.241 -1.223 2.393
H 1.194 -1.410 0.844
H -1.213 -2.623 0.560



50
Properties=species:S:1:pos:R:3 method="wB97M-V/def2-TZVPD" charge=-2 s_squared=2.0078 spin_multiplicity=3 homo_energy_ev="2.900 / -0.495"
Mo 1.839 -0.809 3.400
Cl -0.287 0.011 3.614
C 1.741 -1.479 1.325
C 1.447 -1.204 0.005
C 2.052 -2.036 -0.965
C 2.865 -3.122 -0.558
C 3.000 -3.458 0.797
C 2.423 -2.640 1.769
H 0.722 -0.383 -0.289
H 1.889 -1.830 -2.031
H 3.574 -4.345 1.100
H 2.452 -2.872 2.858
C 3.610 -3.955 -1.559
H 4.437 -4.466 -1.058
H 4.020 -3.356 -2.376
H 2.976 -4.729 -2.007
C -1.748 2.697 -1.318
N -0.671 2.171 -0.614
H -3.640 1.703 -1.835
N -2.105 0.598 -0.790
H -1.804 3.719 -1.634
C 0.448 2.947 -0.065
C 1.357 3.314 -1.229
C -0.092 4.158 0.694
H 0.837 3.903 -1.989
H 2.213 3.891 -0.853
H 1.737 2.386 -1.680
H 2.105 2.535 1.227
H 1.455 1.108 0.461
H -0.706 3.820 1.542
C 1.176 2.051 0.921
H -0.677 4.846 0.080
H 0.760 4.717 1.111
H 0.554 1.873 1.795
C -2.657 1.709 -1.421
C -3.963 -0.228 0.589
H -4.693 0.464 0.142
H -4.500 -1.143 0.880
C -2.826 -0.616 -0.356
H -2.354 -2.346 0.808
C -3.297 -1.366 -1.592
H -2.425 -1.657 -2.198
H -3.547 0.219 1.509
H -1.426 -0.905 1.270
H -3.995 -0.778 -2.206
H -3.808 -2.290 -1.281
C -1.836 -1.460 0.422
H -1.015 -1.784 -0.215
C -0.832 0.851 -0.490
O 3.214 -0.435 4.290



9
Properties=species:S:1:pos:R:3 method="wB97M-V/def2-TZVPD" charge=0 homo_energy_ev=-9.541 smiles="C=C[Si](I)(I)I"
C 0.079 0.153 -0.330
C -1.010 -0.172 0.392
Si -2.714 0.156 -0.311
I -4.290 -0.238 1.573
I -3.051 2.356 -1.271
I -3.150 -1.597 -1.995
H 1.133 0.163 0.035
H 0.125 0.404 -1.303
H -1.045 -0.231 1.389



19
Properties=species:S:1:pos:R:3 method="wB97M-V/def2-TZVPD" charge=+1 s_squared=0.7536 spin_multiplicity=2 homo_energy_ev="-12.166 / -14.135"
O 0.632 -2.002 1.333
C 0.127 -0.861 1.774
C 1.839 -2.314 2.056
O -0.580 -0.136 1.108
O 0.688 -0.487 2.912
C 1.708 -1.429 3.299
Cu -1.385 1.275 -0.037
H 1.841 -3.385 2.275
H 2.618 -0.873 3.541
H 1.346 -1.973 4.179
H 2.703 -2.043 1.411
C -1.786 0.719 -3.229
C -1.200 2.072 -3.121
O -1.313 2.538 -1.772
H -1.463 0.057 -4.032
H -2.737 0.506 -2.734
H -1.734 2.777 -3.788
H -0.142 2.070 -3.429
H -1.163 3.488 -1.747



Number 1: energy -1802.37925 hartree. Number 2: energy -306.23417 hartree. Number 3: energy -1642.55541 hartree. Number 4: energy -769.56417 hartree. Number 5: energy -760.91051 hartree. Number 6: energy -1252.49677 hartree. Number 7: energy -1169.50034 hartree. Number 8: energy -1134.31330 hartree. Number 9: energy -288.94241 hartree. Number 10: energy -1415.08221 hartree. Number 11: energy -1260.66054 hartree. Number 12: energy -2137.05450 hartree.